[1]
42
Properties=species:S:1:pos:R:3:forces:R:3:nbo_charge:R:1 method="wB97M-V/def2-TZVPD" smiles="Cc1nnc(NC(=O)c2ccc3c(c2)C(=O)N(C[C@H]2CCCO2)C3=O)s1" de_lowest_kcal_mol=2.7 multiplicity=1 energy_ev=-42874.94743 homo_energy_ev=-9.36 charge=0 orbital_gap_ha=0.327
C -4.958326 -3.280741 0.536553 -0.1727 -0.1969 -0.0266 -0.66
C -4.327949 -1.960058 0.346108 -0.4818 0.4610 -0.5418 0.08
N -3.253436 -1.565262 0.914667 -0.1320 -1.4892 0.5733 -0.25
N -2.866740 -0.336921 0.602289 0.3969 1.4521 -0.1607 -0.32
C -3.645645 0.252188 -0.236025 -0.8530 -1.0894 0.0134 0.23
N -3.492137 1.515097 -0.727931 -0.3685 0.5250 -0.5026 -0.63
C -2.431427 2.379058 -0.524371 0.0167 -0.0233 0.0287 0.69
O -2.531179 3.537974 -0.842314 0.0523 0.1313 0.0622 -0.55
C -1.204451 1.767224 0.057051 0.6201 0.1236 -0.0471 -0.11
C -0.697330 2.264520 1.251359 -0.0692 -0.0122 -0.1597 -0.16
C 0.456692 1.733388 1.817666 0.1232 -0.1588 -0.0321 -0.15
C 1.092589 0.714572 1.141786 -0.5172 0.1079 -0.3799 -0.13
C 0.599243 0.234789 -0.074937 -0.1385 0.4604 0.3740 -0.07
C -0.548658 0.745095 -0.634940 0.2141 0.1337 0.1101 -0.14
H -0.920915 0.370162 -1.575758 -0.0822 -0.0909 -0.0885 0.23
C 1.505881 -0.841716 -0.546604 -0.1104 -0.1018 -0.0962 0.68
O 1.419226 -1.536042 -1.528931 -0.0828 0.0530 -0.0143 -0.56
N 2.511662 -0.919979 0.402444 0.3112 -0.1877 -0.0458 -0.48
C 2.315427 -0.059545 1.478832 0.0005 0.0178 0.1804 0.68
O 3.001196 -0.011094 2.464409 -0.0141 0.0892 0.0043 -0.53
C 3.618377 -1.842785 0.324052 0.6182 -0.0533 -0.0868 -0.25
H 3.935934 -2.054765 1.348076 -0.0778 -0.0426 -0.1085 0.24
H 3.267135 -2.755970 -0.162539 0.0150 0.0366 0.0769 0.22
C 4.836658 -1.295926 -0.455328 -0.3121 -0.4655 -0.0708 0.10
H 5.578463 -2.103437 -0.466757 -0.1086 0.0538 -0.0351 0.19
O 5.441169 -0.201473 0.196586 -0.0017 -0.1365 0.1535 -0.52
C 4.983630 1.017742 -0.361932 0.0050 0.4493 -0.0725 -0.07
C 4.242305 0.691244 -1.669405 0.0217 -0.0021 0.1011 -0.44
H 3.175108 0.894816 -1.571950 0.0288 0.0517 -0.0450 0.20
H 4.621076 1.282493 -2.500512 -0.0574 0.0278 -0.0182 0.22
C 4.501278 -0.804513 -1.869777 0.1319 -0.0511 0.1231 -0.45
H 5.364861 -0.954572 -2.517636 0.0068 -0.0202 0.0092 0.21
H 3.647396 -1.326059 -2.294253 0.0383 -0.0283 -0.0541 0.24
H 5.865544 1.642738 -0.534410 -0.1199 -0.0001 0.0284 0.18
H 4.334524 1.534255 0.356244 0.0827 -0.0209 -0.0611 0.17
H 0.845113 2.104476 2.753016 0.0365 0.0333 0.0957 0.24
H -1.221049 3.068598 1.745667 -0.0432 0.0828 0.0402 0.23
H -4.288881 1.921687 -1.205392 0.2489 0.0464 0.1065 0.42
S -5.021890 -0.737558 -0.729172 0.8176 0.0213 0.5000 0.29
H -5.973559 -3.165331 0.913580 -0.0420 -0.0788 0.0417 0.23
H -4.369166 -3.853710 1.246989 0.0142 -0.0141 0.0188 0.25
H -5.007511 -3.816697 -0.410385 -0.0154 -0.0943 0.0060 0.23

=====

[2]
44
Properties=species:S:1:pos:R:3:forces:R:3:nbo_charge:R:1 method="wB97M-V/def2-TZVPD" de_lowest_kcal_mol=16.6 multiplicity=1 energy_ev=-341671.30688 homo_energy_ev=-8.27 charge=0 orbital_gap_ha=0.253
V -0.558283 0.666421 -1.371970 0.7587 -0.5072 0.6311 0.84
Br 3.360458 6.214308 -1.904981 0.4885 1.3437 0.1351 0.15
C 2.705858 4.515602 -1.999618 0.0377 -1.2992 -0.6981 -0.22
C 3.431534 3.523079 -2.661036 1.9493 -0.0160 -0.8539 -0.07
Br 5.184772 4.020746 -3.438747 -1.2577 -0.5941 0.4542 0.05
C 3.016933 2.198999 -2.761009 -0.0444 0.2419 0.8325 -0.14
Br 4.005809 0.786269 -3.575651 -0.3903 0.5645 0.2566 0.09
C 1.815936 1.883149 -2.105423 0.6323 -0.6233 -2.0052 0.22
O 1.227305 0.696417 -2.235099 -0.6124 0.3016 0.5838 -0.71
C 1.027096 2.860726 -1.552827 -0.1021 1.1482 0.5466 0.26
O -0.176105 2.408362 -1.187870 0.0478 0.6339 0.2629 -0.54
C 1.471875 4.186266 -1.477636 -0.3608 -0.1426 0.7040 -0.14
Br 0.543717 5.518584 -0.520457 -0.5541 -0.4690 -0.0336 0.11
S -2.221064 0.737676 -2.390780 -0.6784 -0.3461 -0.5442 0.09
C 3.026553 -3.426248 -1.531514 0.0338 1.2028 1.0149 -0.65
C 1.635511 -2.907907 -1.171958 -1.1406 -0.2617 -1.3445 0.20
C 0.403350 -3.522818 -0.856050 1.4669 0.8500 -0.7032 -0.33
C -0.552107 -2.511882 -1.034636 -0.8909 -1.4095 1.6685 0.21
N 0.015816 -1.351891 -1.333909 -0.8710 -0.1217 -0.6548 -0.28
N 1.281932 -1.641543 -1.505068 3.1609 -0.5182 0.4502 -0.31
C -1.961225 -2.741694 -0.637884 -1.0085 -0.7037 -0.5522 -0.65
H 3.673387 -2.520903 -1.601353 -0.2492 -0.7124 -0.2755 0.23
H 3.071564 -4.007169 -2.461553 -0.2424 0.2767 0.2803 0.24
H 3.459299 -4.011214 -0.710860 -0.2705 -0.0521 -0.2261 0.24
H 0.260572 -4.557737 -0.597484 -0.1965 0.0616 0.0081 0.23
H 1.904757 -0.873436 -1.769138 -0.3038 -0.2244 -0.1069 0.46
H -2.717303 -2.291666 -1.292969 0.3010 0.4264 0.3921 0.24
H -2.125132 -2.530231 0.411517 -0.0937 0.6923 0.1056 0.24
H -2.200751 -3.813210 -0.688762 0.4144 0.0897 -0.2105 0.22
C -1.746445 -1.142858 3.474443 0.7638 0.3284 0.2640 -0.58
C -2.227567 0.208853 2.898193 0.5381 -1.3069 0.6810 -0.17
C -1.644583 1.331178 3.731497 0.3209 1.7035 -1.8469 -0.59
C -3.741838 0.228658 2.879048 -1.2703 -1.5991 -0.6559 -0.59
C -1.656927 0.312523 1.586963 0.2404 -0.0223 -1.5569 0.05
C -1.166432 0.362244 0.474914 -0.2054 0.2696 0.0708 -0.33
H -2.077608 -1.191080 4.520091 -0.0914 -0.4771 -0.3237 0.21
H -0.650328 -1.297772 3.446465 -0.3805 0.6243 0.1469 0.22
H -2.099865 -1.921147 2.826709 -0.6871 -0.6688 0.1115 0.21
H -1.885014 1.266362 4.771352 0.1534 -0.1984 0.6975 0.21
H -2.071987 2.286577 3.330620 0.3117 -0.5606 0.4980 0.21
H -0.563192 1.382976 3.460772 -0.6419 -0.0278 0.9190 0.23
H -4.084677 0.360093 3.902212 -0.2998 0.0676 0.0158 0.21
H -4.286981 -0.692956 2.426802 1.3882 1.0771 0.9256 0.21
H -4.108639 0.999276 2.234652 -0.1644 0.9584 -0.0645 0.22

=====

[3]
52
Properties=species:S:1:pos:R:3:forces:R:3:nbo_charge:R:1 method="wB97M-V/def2-TZVPD" de_lowest_kcal_mol=0.0 multiplicity=1 energy_ev=-152265.98143 homo_energy_ev=-8.72 charge=0 orbital_gap_ha=0.310
Ca -0.553516 0.952102 0.478042 0.1264 0.0142 0.0695 1.80
C -1.475198 3.444414 -3.528502 -0.0197 0.0158 -0.0014 -0.26
O -0.513538 2.372257 -3.604300 -0.0459 0.0166 -0.0213 -0.49
C -0.067844 1.934082 -2.441181 0.1706 -0.1249 0.0993 0.91
O -0.311559 2.460680 -1.362101 -0.1096 0.0153 0.0309 -0.74
N 0.741596 0.850689 -2.581027 -0.0972 0.0863 -0.0497 -0.47
N 1.030991 0.139557 -1.406766 0.0012 -0.0251 -0.0271 -0.73
H -1.718022 3.681058 -4.558639 0.0063 -0.0070 -0.0017 0.20
H -1.040608 4.305894 -3.027558 0.0125 -0.0065 0.0002 0.20
H -2.361067 3.107138 -2.993955 0.0046 -0.0094 -0.0017 0.22
H 0.676138 0.348257 -3.453497 0.0318 -0.0279 0.0140 0.40
H 2.033869 0.076446 -1.279446 -0.0025 -0.0122 0.0039 0.38
H 0.632983 -0.804452 -1.458481 0.0093 -0.0056 -0.0058 0.41
O -3.992006 1.058078 -2.049441 0.0270 0.0085 0.0083 -0.92
S -3.303754 0.534434 -0.907544 -0.0128 -0.0238 0.0183 2.30
O -2.881643 1.510162 0.093468 -0.0606 -0.0063 0.0165 -1.01
N -1.963429 -0.317826 -1.286800 0.0132 0.0061 0.0233 -0.95
C -2.066656 -1.597857 -0.920175 -0.0299 -0.0047 -0.0093 0.11
S -0.845544 -2.720597 -1.092842 0.0241 0.0019 -0.0078 -0.25
C -3.382364 -1.921349 -0.284205 -0.0018 0.0107 -0.0063 -0.02
C -3.828113 -3.138161 0.199718 0.0059 0.0023 -0.0034 -0.19
C -5.079871 -3.186724 0.799536 -0.0042 0.0068 0.0050 -0.20
C -5.868263 -2.043998 0.917375 0.0058 -0.0117 0.0006 -0.19
C -5.427029 -0.822082 0.425354 0.0003 0.0084 0.0025 -0.17
C -4.182715 -0.800372 -0.168914 0.0050 -0.0033 -0.0283 -0.34
H -3.202108 -4.015753 0.107450 -0.0015 -0.0025 0.0009 0.24
H -5.450950 -4.127656 1.184793 0.0003 0.0001 0.0010 0.22
H -6.836147 -2.108590 1.396575 -0.0008 -0.0006 -0.0016 0.22
H -6.029349 0.072411 0.508186 -0.0018 -0.0022 -0.0002 0.24
N 0.771897 -2.849422 2.107259 0.0098 0.0141 0.0258 -0.60
N 1.219801 -1.562185 2.327669 -0.0230 -0.0411 -0.0614 0.20
N 1.491671 -1.087554 3.513715 -0.0193 -0.0228 0.0117 -0.26
C 1.865471 0.154497 3.215424 0.0146 0.0456 0.0228 0.13
N 1.822504 0.395814 1.904857 -0.0183 -0.0142 -0.0338 -0.34
N 1.412066 -0.736641 1.348466 -0.0458 0.0251 -0.0135 -0.13
H 0.304359 -3.131993 2.961990 -0.0100 0.0029 -0.0030 0.39
H 0.085716 -2.793059 1.349677 0.0105 -0.0048 -0.0032 0.41
H 2.151043 0.878059 3.957492 -0.0031 -0.0021 -0.0013 0.22
Br -3.755113 1.494627 7.483751 0.0000 -0.0016 -0.0003 0.05
C -3.593924 0.318319 6.004963 0.0048 0.0022 -0.0044 -0.09
C -4.351282 -0.842196 5.978258 0.0000 -0.0055 -0.0012 -0.23
C -4.233530 -1.700314 4.893475 -0.0051 -0.0027 0.0026 -0.20
C -3.365196 -1.400726 3.855480 -0.0024 -0.0017 0.0032 -0.21
C -2.613296 -0.233426 3.899463 -0.0052 -0.0173 -0.0094 -0.08
C -2.727821 0.637564 4.975680 -0.0083 -0.0047 0.0069 -0.21
C -1.690390 0.104451 2.766729 -0.0008 0.1200 0.0482 0.75
O -1.119195 1.227306 2.754657 0.0199 0.0441 -0.0226 -0.80
O -1.533461 -0.744712 1.844409 0.0221 -0.0595 -0.0959 -0.84
H -5.024037 -1.068497 6.793846 -0.0007 -0.0001 0.0005 0.23
H -4.826556 -2.605479 4.863706 0.0002 0.0007 0.0003 0.21
H -3.266087 -2.053861 2.998178 0.0028 0.0032 0.0000 0.23
H -2.144886 1.547311 4.986729 0.0012 0.0010 -0.0004 0.25

=====

[4]
40
Properties=species:S:1:pos:R:3:forces:R:3:nbo_charge:R:1 method="wB97M-V/def2-TZVPD" smiles="Cc1ccc(CNC(=O)COC(=O)c2ccc(Cl)c(N)c2)cc1" de_lowest_kcal_mol=6.0 multiplicity=1 energy_ev=-39551.59840 homo_energy_ev=-8.41 charge=0 orbital_gap_ha=0.323
C -3.166569 -2.618298 1.181287 -0.0100 -0.0209 0.0909 -0.64
C -2.057559 -1.698951 1.598219 0.0515 -0.0379 0.0128 -0.02
C -2.171551 -0.320693 1.449948 0.0072 -0.0053 0.0379 -0.24
C -1.157632 0.522107 1.867175 0.0649 -0.0298 0.0746 -0.15
C -0.001182 0.007715 2.441425 0.0275 -0.0422 0.0447 -0.07
C 0.120963 -1.367763 2.579518 -0.0111 0.1248 0.0524 -0.19
C -0.896544 -2.208881 2.167251 -0.0924 0.0020 -0.0638 -0.21
H -0.789958 -3.277229 2.288389 0.0174 -0.1241 -0.0039 0.21
H 1.015429 -1.784958 3.019292 0.1158 -0.0330 0.0395 0.21
C 1.108326 0.943619 2.848428 -0.0007 0.0761 0.1094 -0.25
N 1.575865 1.684409 1.694768 0.2509 -0.4085 0.0383 -0.60
C 1.318927 2.994405 1.508884 0.1739 0.0205 -0.6173 0.65
O 0.912355 3.739314 2.370882 -0.1663 0.3210 0.2054 -0.61
C 1.595664 3.459416 0.073282 0.2481 0.3689 0.2581 -0.18
H 2.672059 3.589669 -0.091808 -0.2078 0.0099 0.0684 0.24
H 1.079349 4.405725 -0.101460 0.0447 -0.1864 0.0773 0.22
O 1.085473 2.484084 -0.825830 -0.2621 0.0000 -0.0399 -0.51
C 1.947646 1.840188 -1.633826 0.4170 0.0838 -0.0675 0.78
O 3.109159 2.143116 -1.748388 -0.1905 -0.0397 -0.0371 -0.59
C 1.295616 0.697469 -2.312722 -0.1694 -0.3781 -0.1620 -0.15
C 0.155729 0.116648 -1.771377 0.1361 0.0400 -0.1145 -0.25
C -0.433689 -0.999406 -2.365522 0.3278 0.0898 -0.3330 0.24
C 0.164775 -1.501010 -3.531912 -0.0244 0.1193 0.1963 -0.10
C 1.298742 -0.926647 -4.074748 0.0263 0.1009 0.1004 -0.21
C 1.876088 0.170699 -3.463869 0.0106 0.1251 0.1117 -0.20
H 2.766768 0.626441 -3.864295 0.1001 0.0296 -0.0414 0.24
H 1.730866 -1.345426 -4.970086 0.0029 -0.0558 -0.0732 0.23
Cl -0.533437 -2.892020 -4.297612 -0.0479 -0.0733 -0.0447 0.00
N -1.578414 -1.542470 -1.858575 -0.3855 -0.2250 0.0241 -0.82
H -1.810880 -1.324533 -0.903838 0.0533 -0.0634 0.0071 0.40
H -1.832678 -2.458381 -2.191211 -0.0261 0.0510 0.1279 0.40
H -0.285353 0.519341 -0.872426 -0.0560 0.0584 0.0801 0.23
H 1.881783 1.131993 0.907982 -0.0979 0.1265 0.0252 0.40
H 1.940676 0.387816 3.289986 -0.1241 0.0605 0.0504 0.20
H 0.749964 1.685785 3.567587 0.1206 -0.1288 -0.0339 0.25
H -1.261839 1.591280 1.751335 -0.0192 0.1440 -0.0252 0.22
H -3.066929 0.098166 1.011930 -0.1097 0.0330 -0.0461 0.21
H -2.772108 -3.510912 0.699087 -0.0261 -0.0682 -0.0565 0.22
H -3.858189 -2.122844 0.503639 -0.0732 -0.0086 -0.0601 0.22
H -3.727713 -2.938984 2.059211 -0.0961 -0.0564 -0.0127 0.23

=====

[5]
42
Properties=species:S:1:pos:R:3:forces:R:3:nbo_charge:R:1 method="wB97M-V/def2-TZVPD" smiles="O=C(Nc1ccc(S(=O)(=O)N2CCOCC2)cc1)c1ccc(Cl)cc1" de_lowest_kcal_mol=9.0 multiplicity=1 energy_ev=-52432.62754 homo_energy_ev=-9.09 charge=0 orbital_gap_ha=0.332
O -3.110439 1.578123 0.016683 -0.1212 -0.0727 0.0237 -0.59
C -2.168411 2.294491 0.273352 0.1421 0.0797 0.0216 0.68
N -0.939226 1.841992 0.679731 0.2912 0.3161 0.0685 -0.60
C -0.509126 0.531206 0.864095 0.0362 -0.4589 -0.0127 0.17
C -1.321783 -0.574164 0.611237 -0.1398 0.0470 -0.0564 -0.20
C -0.825647 -1.849624 0.812366 0.0347 0.0009 0.0637 -0.19
C 0.471887 -2.027200 1.254872 0.2016 -0.7536 0.1074 -0.37
C 1.285014 -0.939867 1.518084 0.0603 0.1375 0.0589 -0.18
C 0.795791 0.336720 1.327596 -0.0780 -0.0716 -0.0518 -0.24
H 1.422462 1.191522 1.539518 0.0715 0.0833 0.0307 0.21
H 2.283261 -1.107597 1.889580 0.1370 0.0666 0.0665 0.24
S 1.135055 -3.682599 1.426697 0.2252 -0.1012 -0.2401 2.34
O 2.192707 -3.657783 2.392861 0.0951 0.2948 -0.1026 -0.94
O 0.048517 -4.598287 1.591035 -0.2412 0.1751 -0.2765 -0.93
N 1.833830 -4.030352 -0.048707 -0.4473 0.0301 1.0419 -0.67
C 3.106067 -3.405331 -0.343448 0.5100 0.3201 -0.2224 -0.26
H 3.490403 -2.986387 0.585819 0.2062 0.0289 -0.1474 0.24
C 2.944908 -2.335597 -1.419169 0.0727 0.1333 0.2553 -0.08
H 3.908671 -1.878460 -1.660275 -0.0765 -0.0111 0.1169 0.20
O 2.440361 -2.874019 -2.629067 0.0217 0.0180 -0.1379 -0.53
C 1.693862 -4.065308 -2.469789 -0.1240 -0.1381 0.1173 -0.08
H 2.360537 -4.938074 -2.503261 -0.0859 0.0437 -0.0343 0.17
C 0.907214 -4.078628 -1.164149 -0.4426 -0.1574 -0.4573 -0.26
H 0.226605 -3.214901 -1.149363 0.0268 -0.0820 -0.1168 0.19
H 0.313781 -4.990096 -1.072145 -0.0507 0.0906 -0.1753 0.23
H 1.015328 -4.109094 -3.324746 0.0196 -0.1151 0.1488 0.20
H 2.264080 -1.549004 -1.056594 0.1316 -0.0905 -0.0493 0.17
H 3.808495 -4.172413 -0.689365 -0.0131 0.1097 0.0993 0.21
H -1.444331 -2.718610 0.653060 -0.1369 -0.0431 -0.0508 0.25
H -2.331444 -0.424948 0.267523 0.0042 -0.0168 0.0131 0.26
H -0.258827 2.546724 0.929019 -0.2193 -0.0832 -0.0285 0.40
C -2.260119 3.782158 0.191011 -0.1528 0.3060 -0.0921 -0.15
C -3.500754 4.363535 0.443090 0.1598 -0.1488 -0.0166 -0.15
C -3.667308 5.732404 0.376921 0.0672 0.0872 -0.0229 -0.23
C -2.585238 6.530960 0.035543 0.0819 -0.3030 -0.0146 -0.03
C -1.349485 5.967493 -0.248072 -0.0561 0.1690 0.0278 -0.22
C -1.188944 4.596874 -0.167109 -0.1685 -0.1288 0.0754 -0.19
H -0.229249 4.171545 -0.424246 0.0828 -0.0379 -0.0205 0.21
H -0.523306 6.599367 -0.533692 0.0491 0.0722 -0.0300 0.23
Cl -2.778643 8.242231 -0.052472 -0.0254 0.1889 -0.0107 0.02
H -4.626330 6.180713 0.582145 -0.0725 0.0621 0.0222 0.23
H -4.330226 3.720285 0.693834 -0.0766 -0.0472 0.0086 0.24